Entry 1:
The following is a quantum chemistry calculation of 23 unconnected molecules or ions with the total composition C53H150NO23S22 in a non-equilibrium geometry, from OMol25.

Last columns: bonded neighbours and bond lengths (Å).
CARTESIAN COORDINATES (ANGSTROEM)
1 C 0.16545 2.04087 -2.08347  C2 1.501, H12 1.127, H13 1.127, H14 1.087
2 C 0.00944 1.16577 -0.87368  C1 1.501, C3 1.554, N7 1.470, C11 1.520
3 C -1.49704 0.87273 -0.62882  C2 1.554, C4 1.522, H15 1.144, H16 1.075
4 C -1.65660 -0.02179 0.59271  C3 1.522, C5 1.548, H17 1.080, H18 1.094
5 C -0.94387 -1.34572 0.22410  C4 1.548, C6 1.470, H19 1.131, H20 1.137
6 C 0.49429 -1.15696 -0.01361  C5 1.470, N7 1.506, C9 1.534, C10 1.585
7 N 0.74603 -0.09448 -1.05108  C2 1.470, C6 1.506, O8 1.386
8 O 2.09726 0.18104 -1.18889  N7 1.386
9 C 1.16674 -2.43981 -0.51740  C6 1.534, H21 1.102, H22 1.074, H23 1.101
10 C 1.18504 -1.01322 1.40580  C6 1.585, H24 1.110, H25 1.081, H26 1.104
11 C 0.63702 1.93003 0.28082  C2 1.520, H27 1.092, H28 1.102, H29 1.110
12 H -0.45788 2.97102 -1.95601  C1 1.127
13 H -0.16206 1.60888 -3.07165  C1 1.127
14 H 1.17908 2.39702 -2.24941  C1 1.087
15 H -1.99304 0.39688 -1.54294  C3 1.144
16 H -2.02332 1.80360 -0.51774  C3 1.075
17 H -2.71026 -0.06403 0.82780  C4 1.080
18 H -1.20842 0.46184 1.46573  C4 1.094
19 H -1.45827 -1.78443 -0.68313  C5 1.131
20 H -1.08991 -2.02162 1.12657  C5 1.137
21 H 0.71574 -3.36839 -0.13105  C9 1.102
22 H 2.23590 -2.46190 -0.41629  C9 1.074
23 H 0.93018 -2.45777 -1.59209  C9 1.101
24 H 1.26539 -2.05991 1.76598  C10 1.110
25 H 0.79756 -0.27242 2.09144  C10 1.081
26 H 2.24320 -0.80126 1.17288  C10 1.104
27 H 1.66994 1.63097 0.47327  C11 1.092
28 H 0.06224 1.79374 1.21093  C11 1.102
29 H 0.72077 3.03101 0.16549  C11 1.110
30 C 5.10709 2.31514 -2.80487  S31 1.799, H34 1.098, H35 1.117, H36 1.109
31 S 5.32344 3.23825 -1.27572  C30 1.799, O32 1.533, C33 1.832
32 O 5.81853 4.67426 -1.48047  S31 1.533
33 C 3.55342 3.28914 -0.80745  S31 1.832, H37 1.114, H38 1.116, H39 1.106
34 H 4.48868 2.90990 -3.48956  C30 1.098
35 H 4.55834 1.42620 -2.41012  C30 1.117
36 H 6.07706 1.97968 -3.22374  C30 1.109
37 H 3.16217 2.24965 -0.89450  C33 1.114
38 H 2.97105 4.00130 -1.43978  C33 1.116
39 H 3.59355 3.68840 0.22343  C33 1.106
40 C 5.54482 0.39145 7.34571  S41 1.838, H44 1.096, H45 1.087, H46 1.106
41 S 7.19585 -0.03999 6.66173  C40 1.838, O42 1.504, C43 1.832
42 O 7.87861 -0.89422 7.69453  S41 1.504
43 C 6.51640 -1.05782 5.29777  S41 1.832, H47 1.109, H48 1.067, H49 1.087
44 H 5.61648 1.15815 8.12627  C40 1.096
45 H 5.07505 -0.53761 7.65787  C40 1.087
46 H 4.86608 0.82092 6.58544  C40 1.106
47 H 7.44212 -1.52681 4.90737  C43 1.109
48 H 6.11202 -0.51486 4.47253  C43 1.067
49 H 5.91436 -1.93798 5.51086  C43 1.087
50 C -0.63166 -6.79376 5.05787  S51 1.836, H54 1.086, H55 1.091, H56 1.096
51 S -0.84842 -5.66821 3.62325  C50 1.836, O52 1.456, C53 1.787
52 O -1.44081 -4.51706 4.29042  S51 1.456
53 C 0.89920 -5.35806 3.41370  S51 1.787, H57 1.063, H58 1.079, H59 1.097
54 H -1.56379 -7.33652 5.17994  C50 1.086
55 H -0.33916 -6.13543 5.87715  C50 1.091
56 H 0.20532 -7.48519 4.90930  C50 1.096
57 H 1.10268 -4.47143 2.86371  C53 1.063
58 H 1.41282 -6.11297 2.83969  C53 1.079
59 H 1.33319 -5.27014 4.41700  C53 1.097
60 C 4.77850 -2.00570 -2.84202  S61 1.752, H64 1.097, H65 1.081, H66 1.132
61 S 4.01819 -2.53916 -4.32758  C60 1.752, O62 1.503, C63 1.752
62 O 4.19403 -1.38600 -5.27508  S61 1.503
63 C 5.31949 -3.62715 -4.76781  S61 1.752, H67 1.101, H68 1.091, H69 1.115
64 H 5.16518 -2.89444 -2.32820  C60 1.097
65 H 4.14498 -1.47066 -2.14898  C60 1.081
66 H 5.62970 -1.31372 -3.12200  C60 1.132
67 H 5.44544 -4.44621 -4.04239  C63 1.101
68 H 6.26212 -3.08357 -4.69372  C63 1.091
69 H 5.22779 -3.91051 -5.84216  C63 1.115
70 C 2.22897 -0.59529 4.71996  S71 1.757, H74 1.062, H75 1.089, H76 1.093
71 S 2.23684 -2.31242 5.09262  C70 1.757, O72 1.495, C73 1.846
72 O 3.47868 -2.57299 5.88317  S71 1.495
73 C 0.89889 -2.19233 6.35875  S71 1.846, H77 1.132, H78 1.067, H79 1.075
74 H 2.54454 -0.20248 5.65487  C70 1.062
75 H 1.15294 -0.44442 4.64919  C70 1.089
76 H 2.85358 -0.27700 3.88077  C70 1.093
77 H 1.37286 -1.71903 7.27187  C73 1.132
78 H 0.63202 -3.19347 6.61364  C73 1.067
79 H 0.00085 -1.68744 6.05025  C73 1.075
80 C 1.96177 2.78815 3.39933  S81 1.811, H84 1.110, H85 1.101, H86 1.111
81 S 2.29888 4.56734 3.40152  C80 1.811, O82 1.487, C83 1.761
82 O 1.15670 5.10256 4.18853  S81 1.487
83 C 3.69402 4.62759 4.47397  S81 1.761, H87 1.086, H88 1.130, H89 1.092
84 H 1.70332 2.48061 4.43361  C80 1.110
85 H 2.82716 2.21063 3.03931  C80 1.101
86 H 1.13661 2.59482 2.68159  C80 1.111
87 H 3.52430 4.07224 5.39203  C83 1.086
88 H 3.82114 5.73818 4.63644  C83 1.130
89 H 4.61732 4.22421 4.05172  C83 1.092
90 C -6.17747 1.25360 -3.31898  S91 1.859, H94 1.063, H95 1.098, H96 1.098
91 S -5.18146 -0.06377 -2.46521  C90 1.859, O92 1.524, C93 1.780
92 O -5.85770 -0.12197 -1.10081  S91 1.524
93 C -5.71185 -1.49744 -3.37726  S91 1.780, H97 1.063, H98 1.116, H99 1.121
94 H -5.71898 2.18738 -3.09804  C90 1.063
95 H -7.19400 1.24605 -2.90274  C90 1.098
96 H -6.31016 1.10090 -4.39783  C90 1.098
97 H -6.74799 -1.46549 -3.61359  C93 1.063
98 H -5.59305 -2.36879 -2.68999  C93 1.116
99 H -5.07418 -1.70697 -4.27502  C93 1.121
100 C 2.59805 -7.93122 -1.69786  S101 1.828, H104 1.099, H105 1.067, H106 1.138
101 S 3.18995 -6.59952 -2.80102  C100 1.828, O102 1.502, C103 1.846
102 O 3.67186 -7.23628 -4.07277  S101 1.502
103 C 1.50193 -5.91879 -3.11142  S101 1.846, H107 1.127, H108 1.092, H109 1.080
104 H 1.67976 -8.35935 -2.12425  C100 1.099
105 H 2.43294 -7.48942 -0.74105  C100 1.067
106 H 3.41899 -8.71376 -1.79297  C100 1.138
107 H 0.96385 -6.82998 -3.49891  C103 1.127
108 H 1.58537 -5.12142 -3.85319  C103 1.092
109 H 1.05496 -5.45895 -2.24212  C103 1.080
110 C -0.74968 5.32210 1.08741  S111 1.769, H114 1.120, H115 1.121, H116 1.097
111 S -2.09595 6.45969 0.94063  C110 1.769, O112 1.503, C113 1.851
112 O -3.34928 5.73594 0.53668  S111 1.503
113 C -2.20201 6.72891 2.76925  S111 1.851, H117 1.088, H118 1.073, H119 1.069
114 H -1.14095 4.37774 1.54493  C110 1.120
115 H 0.11331 5.77940 1.63799  C110 1.121
116 H -0.44907 5.09861 0.05655  C110 1.097
117 H -1.95500 5.74769 3.16834  C113 1.088
118 H -3.19279 7.02834 3.05065  C113 1.073
119 H -1.40462 7.34707 3.12209  C113 1.069
120 C 1.76122 1.12999 -5.57038  S121 1.826, H124 1.103, H125 1.083, H126 1.074
121 S 0.18150 0.26262 -5.27429  C120 1.826, O122 1.505, C123 1.838
122 O -0.21684 -0.40336 -6.56355  S121 1.505
123 C 0.76660 -1.10911 -4.20001  S121 1.838, H127 1.095, H128 1.124, H129 1.110
124 H 2.14885 1.73089 -4.73082  C120 1.103
125 H 1.68477 1.67066 -6.50545  C120 1.083
126 H 2.46919 0.36487 -5.83080  C120 1.074
127 H -0.03279 -1.78728 -3.88382  C123 1.095
128 H 1.18470 -0.65194 -3.26256  C123 1.124
129 H 1.49118 -1.70467 -4.79347  C123 1.110
130 C -2.45494 -2.17266 -6.88092  S131 1.799, H134 1.105, H135 1.087, H136 1.091
131 S -1.68689 -2.98245 -5.46968  C130 1.799, O132 1.505, C133 1.841
132 O -2.58309 -2.80904 -4.27314  S131 1.505
133 C -1.91216 -4.66592 -6.17907  S131 1.841, H137 1.061, H138 1.090, H139 1.100
134 H -2.35554 -1.08593 -6.70631  C130 1.105
135 H -3.45261 -2.59272 -6.98467  C130 1.087
136 H -1.87646 -2.30637 -7.79601  C130 1.091
137 H -2.94760 -4.75068 -6.39321  C133 1.061
138 H -1.52615 -5.40885 -5.48150  C133 1.090
139 H -1.30653 -4.56263 -7.09162  C133 1.100
140 C 4.90699 -3.06504 2.65142  S141 1.819, H144 1.104, H145 1.121, H146 1.098
141 S 5.09402 -3.37764 0.86954  C140 1.819, O142 1.501, C143 1.779
142 O 6.41599 -4.05297 0.64943  S141 1.501
143 C 3.85930 -4.65763 0.83508  S141 1.779, H147 1.113, H148 1.094, H149 1.090
144 H 4.85903 -4.08016 3.08371  C140 1.104
145 H 3.94587 -2.52549 2.85729  C140 1.121
146 H 5.73399 -2.50261 3.10452  C140 1.098
147 H 2.89987 -4.09428 0.79613  C143 1.113
148 H 3.94203 -5.29515 1.71977  C143 1.094
149 H 3.92579 -5.28854 -0.05161  C143 1.090
150 C -4.45440 2.04081 0.52093  S151 1.932, H154 1.092, H155 1.098, H156 1.092
151 S -6.16568 2.88052 0.83600  C150 1.932, O152 1.463, C153 1.814
152 O -6.72783 3.31187 -0.44344  S151 1.463
153 C -7.08637 1.39711 1.32928  S151 1.814, H157 1.082, H158 1.088, H159 1.085
154 H -4.19594 1.60095 -0.44453  C150 1.092
155 H -4.36116 1.25383 1.28140  C150 1.098
156 H -3.63926 2.73692 0.72836  C150 1.092
157 H -6.98417 0.59442 0.61115  C153 1.082
158 H -8.13753 1.66808 1.39788  C153 1.088
159 H -6.67167 0.96172 2.23218  C153 1.085
160 C -1.64578 2.56509 3.99185  S161 1.829, H164 1.055, H165 1.115, H166 1.076
161 S -1.68953 2.14512 5.77181  C160 1.829, O162 1.510, C163 1.853
162 O -0.83966 0.91129 5.96161  S161 1.510
163 C -0.73387 3.60065 6.40443  S161 1.853, H167 1.089, H168 1.097, H169 1.131
164 H -2.53878 2.28640 3.50455  C160 1.055
165 H -0.80214 1.97064 3.57034  C160 1.115
166 H -1.43328 3.60227 3.79839  C160 1.076
167 H -0.58116 3.45467 7.47318  C163 1.089
168 H -1.29960 4.52683 6.24671  C163 1.097
169 H 0.20338 3.80548 5.80616  C163 1.131
170 C 1.80952 -2.96182 -7.61120  S171 1.774, H174 1.077, H175 1.067, H176 1.110
171 S 1.29226 -2.79641 -9.30014  C170 1.774, O172 1.506, C173 1.888
172 O -0.19417 -3.03985 -9.31635  S171 1.506
173 C 1.41774 -0.91433 -9.37287  S171 1.888, H177 1.126, H178 1.110, H179 1.110
174 H 1.31001 -2.13846 -7.12795  C170 1.077
175 H 2.84405 -2.79634 -7.40862  C170 1.067
176 H 1.49549 -3.94275 -7.19723  C170 1.110
177 H 2.50817 -0.66181 -9.24835  C173 1.126
178 H 0.87543 -0.45167 -8.52155  C173 1.110
179 H 0.92092 -0.62248 -10.32173  C173 1.110
180 C -6.44094 -2.32779 1.32388  S181 1.833, H184 1.118, H185 1.110, H186 1.095
181 S -4.83710 -2.82191 0.58788  C180 1.833, O182 1.520, C183 1.850
182 O -5.08374 -3.79831 -0.55085  S181 1.520
183 C -4.30818 -3.78033 2.07961  S181 1.850, H187 1.089, H188 1.061, H189 1.103
184 H -7.01562 -1.66273 0.63248  C180 1.118
185 H -6.17350 -1.71580 2.21028  C180 1.110
186 H -6.94329 -3.22936 1.68903  C180 1.095
187 H -4.53289 -3.11337 2.91057  C183 1.089
188 H -3.25508 -3.88732 2.00551  C183 1.061
189 H -4.89415 -4.71145 2.16220  C183 1.103
190 C -3.07351 -6.78260 -0.15469  S191 1.795, H194 1.137, H195 1.051, H196 1.109
191 S -1.58434 -5.77959 -0.16147  C190 1.795, O192 1.498, C193 1.812
192 O -0.56241 -6.86258 -0.32381  S191 1.498
193 C -1.78422 -4.96477 -1.76754  S191 1.812, H197 1.093, H198 1.112, H199 1.064
194 H -2.84963 -7.74623 -0.71510  C190 1.137
195 H -3.90153 -6.21347 -0.46382  C190 1.051
196 H -3.39372 -7.06649 0.86838  C190 1.109
197 H -2.65300 -4.32410 -1.93751  C193 1.093
198 H -1.68433 -5.65157 -2.63691  C193 1.112
199 H -0.99353 -4.25818 -1.84992  C193 1.064
200 C -3.44936 3.89599 -2.26030  S201 1.789, H204 1.080, H205 1.086, H206 1.071
201 S -2.38381 5.17278 -2.92004  C200 1.789, O202 1.444, C203 1.890
202 O -1.27085 5.25446 -2.00365  S201 1.444
203 C -1.71936 4.16023 -4.37151  S201 1.890, H207 1.079, H208 1.067, H209 1.082
204 H -4.26445 3.57326 -2.89116  C200 1.080
205 H -3.91273 4.36716 -1.39795  C200 1.086
206 H -2.69998 3.17687 -1.99848  C200 1.071
207 H -0.85785 4.69667 -4.73719  C203 1.079
208 H -2.46043 3.95645 -5.11198  C203 1.067
209 H -1.39570 3.26309 -3.86110  C203 1.082
210 C 6.90341 1.52129 2.30999  S211 1.830, H214 1.102, H215 1.081, H216 1.075
211 S 5.07694 1.58821 2.22798  C210 1.830, O212 1.486, C213 1.834
212 O 4.61356 1.06153 3.53747  S211 1.486
213 C 4.77217 0.25309 1.00873  S211 1.834, H217 1.082, H218 1.087, H219 1.088
214 H 7.19787 2.10360 3.19811  C210 1.102
215 H 7.25193 2.05170 1.43455  C210 1.081
216 H 7.18725 0.48425 2.30269  C210 1.075
217 H 3.82765 0.45401 0.51959  C213 1.082
218 H 4.84052 -0.67287 1.57438  C213 1.087
219 H 5.53398 0.26524 0.23152  C213 1.088
220 C -8.50860 6.07271 -0.70667  S221 1.823, H224 1.118, H225 1.086, H226 1.146
221 S -7.34916 6.59024 -2.01483  C220 1.823, O222 1.499, C223 1.772
222 O -7.74831 7.99962 -2.33463  S221 1.499
223 C -5.86694 6.66108 -1.04564  S221 1.772, H227 1.102, H228 1.097, H229 1.115
224 H -8.06726 5.17833 -0.20179  C220 1.118
225 H -9.47829 5.88466 -1.15866  C220 1.086
226 H -8.60002 6.99383 -0.03169  C220 1.146
227 H -5.80519 5.72927 -0.45970  C223 1.102
228 H -5.91468 7.58221 -0.45251  C223 1.097
229 H -4.98897 6.75626 -1.72595  C223 1.115
230 C 3.55902 7.22306 -1.11512  S231 1.795, H234 1.079, H235 1.087, H236 1.067
231 S 1.82688 6.84362 -0.83435  C230 1.795, O232 1.495, C233 1.896
232 O 1.49890 7.32020 0.54371  S231 1.495
233 C 1.10691 8.19239 -1.95578  S231 1.896, H237 1.101, H238 1.081, H239 1.143
234 H 3.79173 8.06391 -0.48006  C230 1.079
235 H 3.81783 7.54853 -2.11934  C230 1.087
236 H 4.23774 6.44596 -0.84480  C230 1.067
237 H 1.58947 9.12774 -1.63158  C233 1.101
238 H 0.02947 8.21535 -1.87444  C233 1.081
239 H 1.43816 7.90184 -3.01084  C233 1.143
240 C -2.64076 -1.20611 4.52828  S241 1.773, H244 1.088, H245 1.094, H246 1.096
241 S -4.07518 -0.16909 4.42529  C240 1.773, O242 1.508, C243 1.904
242 O -5.11362 -0.85707 3.57521  S241 1.508
243 C -4.56606 -0.52457 6.23066  S241 1.904, H247 1.082, H248 1.062, H249 1.111
244 H -2.01048 -1.38870 3.66047  C240 1.088
245 H -2.85100 -2.17495 4.99086  C240 1.094
246 H -1.96284 -0.65947 5.19434  C240 1.096
247 H -3.80251 -0.39156 6.98548  C243 1.082
248 H -4.78440 -1.56304 6.18537  C243 1.062
249 H -5.49875 -0.00865 6.54439  C243 1.111

Maximum force ... 3.817 eV/Å
Charge ... -1
Orbital gap ... 5.6 eV
Electronic energy ... -344333.296 eV


Entry 2:
The following is a quantum chemistry calculation of 3 unconnected molecules or ions with the total composition C4H5NO3 in a non-equilibrium geometry, from OMol25.

Last columns: bonded neighbours and bond lengths (Å).
CARTESIAN COORDINATES (ANGSTROEM)
1 C 1.21323 0.28279 -0.38180  C2 1.553, C4 1.596, H6 1.075, O11 1.459
2 C 0.67220 1.60528 0.22709  C1 1.553, C3 1.286, H7 0.985
3 C -0.61314 1.62275 0.20656  C2 1.286, H8 1.249, N10 1.497
4 C -0.07075 -0.65511 -0.24253  C1 1.596, N10 1.354, O13 1.250
5 H 1.13825 -1.59173 0.65428  no bonds
6 H 1.67146 0.34101 -1.35242  C1 1.075
7 H 1.12151 2.47042 0.36919  C2 0.985
8 H -1.60102 2.02924 0.85295  C3 1.249
9 H -1.77268 -0.89855 1.48732  no bonds
10 N -1.04188 0.28577 -0.31167  C3 1.497, C4 1.354, O12 1.305
11 O 2.31714 -0.53388 0.11127  C1 1.459
12 O -2.16965 -0.36353 -0.21499  N10 1.305
13 O -0.20669 -1.78821 0.26803  C4 1.250

Maximum force ... 7.495 eV/Å
Orbital gap ... 7.1 eV
Energy relative to the best compared isomer or geometry (same formula, charge and spin) ... 11.855 eV
Electronic energy ... -11850.146 eV